[1]
This record from the OMol25 dataset describes a single CN2O3S molecule at a distorted geometry. The level of theory is ωB97M-V/def2-TZVPD.

Calculated values
Multiplicity: 1
Energy relative to the best compared isomer or geometry (same formula, charge and spin), kJ/mol: 319.8
SMILES string: O=NC(=S)[N+](=O)[O-]
HOMO energy (alpha / beta), hartree: -0.37451 / -0.36494

Each line ends with the Löwdin charge.
Element x y z (Å)
C (0.46174, 0.37254, -0.01508)  -0.6661
N (-0.23993, 1.35583, 0.11238)  -0.0616
N (-0.23304, -1.08804, 0.06426)  -0.3985
O (-1.27184, 1.95644, -0.02351)  0.1459
O (-1.41838, -0.98302, -0.09421)  0.1010
O (0.51377, -1.97275, 0.14053)  0.0960
S (2.18766, 0.35900, -0.18438)  0.7833

[2]
This record from the OMol25 dataset describes a single CH4N2OS molecule at a distorted geometry. The level of theory is ωB97M-V/def2-TZVPD.

Calculated values
Multiplicity: 1
Energy relative to the best compared isomer or geometry (same formula, charge and spin), kJ/mol: 292.4
SMILES string: ON/C=N/S
HOMO energy, hartree: -0.30242

Each line ends with the Löwdin charge.
Element x y z (Å)
C (-0.35528, 0.58978, -0.04262)  -0.3940
H (-1.92744, -1.33151, 0.37547)  0.1113
H (-2.28554, 1.34992, -0.12909)  0.1347
H (0.03090, 1.56714, -0.02228)  0.0846
H (2.49465, -1.20536, 0.24488)  -0.1597
N (-1.70932, 0.56974, 0.15268)  -0.0580
N (0.36801, -0.46779, 0.01685)  -0.3562
O (-2.41414, -0.62329, -0.12246)  -0.0459
S (2.03259, 0.02211, -0.02626)  0.6833

[3]
This record from the OMol25 dataset describes a 2-piece molecular cluster, C4H11N2O overall at a distorted geometry. The level of theory is ωB97M-V/def2-TZVPD.

Calculated values
Multiplicity: 1
Energy relative to the best compared isomer or geometry (same formula, charge and spin), kJ/mol: 276.9
Net charge: +1
HOMO energy, hartree: -0.48962

Each line ends with the Löwdin charge.
Element x y z (Å)
C (1.65374, 0.91862, 0.27857)  -0.2458
C (-1.42113, 0.14100, 1.10921)  0.0163
C (0.66159, 1.18409, -0.66079)  -0.0140
C (-0.70241, -0.57996, -0.02092)  -0.4970
N (-1.31451, -0.58504, -1.17334)  0.1608
N (0.04031, -1.65059, 0.29829)  0.2142
O (2.71670, 0.16711, 0.12235)  0.0655
H (1.79841, 1.28846, 1.28191)  0.1399
H (-1.30148, 1.21890, 0.99827)  0.0874
H (-2.49574, -0.01935, 1.08649)  0.1065
H (-1.09525, -0.07738, 2.08645)  0.0814
H (-0.03892, 1.96788, -0.53001)  0.0730
H (0.90527, 0.76180, -1.65556)  0.0957
H (-0.63973, -0.68863, -1.90509)  0.1170
H (-2.16540, 0.06629, -1.24179)  0.1908
H (0.37127, -2.23351, -0.46259)  0.1451
H (0.43917, -1.68445, 1.19332)  0.1162
H (2.58811, -0.19525, -0.80476)  0.1470

[4]
This record from the OMol25 dataset describes a single C4H8O2 molecule. The level of theory is ωB97M-V/def2-TZVPD.

Calculated values
Multiplicity: 1
Energy relative to the best compared isomer or geometry (same formula, charge and spin), kJ/mol: 156.1
SMILES string: O/C=C\CCO
HOMO energy, hartree: -0.32997

Each line ends with the Löwdin charge.
Element x y z (Å)
O (0.22260, -1.34357, -1.00400)  -0.1028
C (-0.81033, -1.27911, -0.02622)  -0.2333
C (-0.73916, 0.03426, 0.80014)  -0.1656
C (0.60075, 0.74508, 0.74537)  -0.1185
C (1.03295, 1.36879, -0.36115)  -0.2165
O (0.46940, 1.26192, -1.58619)  0.0052
H (0.11470, 0.34891, -1.65598)  0.0772
H (-0.75587, -2.16523, 0.62029)  0.1114
H (-1.74952, -1.34673, -0.58463)  0.1179
H (-0.98867, -0.18421, 1.84439)  0.1063
H (-1.50066, 0.73932, 0.43593)  0.1152
H (1.18235, 0.85680, 1.65550)  0.0969
H (1.03199, -1.07773, -0.53020)  0.0887
H (1.88948, 2.04148, -0.35327)  0.1180

[5]
This record from the OMol25 dataset describes a single CClFN2O3 molecule at a distorted geometry. The level of theory is ωB97M-V/def2-TZVPD.

Calculated values
Multiplicity: 1
Energy relative to the best compared isomer or geometry (same formula, charge and spin), kJ/mol: 42.2
SMILES string: O=N[C@@](F)(Cl)[N+](=O)[O-]
HOMO energy (alpha / beta), hartree: -0.40674 / -0.40672

Each line ends with the Löwdin charge.
Element x y z (Å)
C (-0.29796, 0.07006, 0.27347)  -0.6974
N (-1.11947, -0.59585, -0.71495)  0.0049
N (1.20057, -0.01670, -0.13647)  -0.3979
O (-2.08397, -0.04372, -1.18904)  0.1026
O (1.55669, -1.03636, -0.57567)  0.1337
O (1.81097, 1.04774, -0.13957)  0.1088
F (-0.61881, 1.43235, 0.71425)  -0.0374
Cl (-0.44802, -0.85751, 1.76798)  0.7827

[6]
This record from the OMol25 dataset describes C4H3BaO6 as an isolated structure at a distorted geometry. The level of theory is ωB97M-V/def2-TZVPD.

Calculated values
Multiplicity: 1
Net charge: +1
HOMO energy, hartree: -0.42321

Each line ends with the Löwdin charge.
Element x y z (Å)
O (1.72596, 0.44790, 1.97829)  0.1614
C (0.99634, 0.44068, 1.03258)  -0.4017
O (-1.05308, 1.01160, -0.22328)  0.0612
C (-1.71679, -0.10370, -0.45829)  -0.8249
C (-0.34734, 1.13646, 0.99816)  -0.0433
O (-1.69272, -1.07499, 0.35259)  -0.1619
O (-2.40221, -0.17690, -1.51572)  -0.2222
H (-0.94053, 0.76599, 1.84258)  0.1499
H (-0.16228, 2.21000, 1.13238)  0.1633
Ba (-3.59830, -2.50334, -1.13859)  1.9912
O (2.89982, -0.94083, -1.43724)  0.0872
C (2.74335, -0.30510, -0.32581)  -0.0960
O (1.44541, 0.04458, -0.23310)  0.0150
H (2.10237, -0.95234, -2.00454)  0.1207

[7]
This record from the OMol25 dataset describes an isolated ion of composition C10H13N4O and charge +1 at a distorted geometry. The level of theory is ωB97M-V/def2-TZVPD.

Calculated values
Multiplicity: 1
Energy relative to the best compared isomer or geometry (same formula, charge and spin), kJ/mol: 480.0
SMILES string: CC(C)(C)[n+]1nc2ccccc2[n+]([O-])n1
Net charge: +1
HOMO energy, hartree: -0.51338

Each line ends with the Löwdin charge.
Element x y z (Å)
C (-1.33934, 2.81288, 2.54489)  -0.0008
C (-0.18449, 3.55020, 2.29407)  0.0049
C (-1.58392, 1.56295, 1.93046)  0.0791
C (0.84710, 3.07593, 1.47145)  0.0859
C (-0.56745, 1.05437, 1.06573)  -0.1378
C (0.59081, 1.80755, 0.88318)  -0.0671
C (1.23350, -2.73290, -1.02978)  0.0141
C (0.04077, -1.18007, -2.60082)  0.0008
C (-1.28689, -2.40176, -0.79959)  -0.0040
C (0.04198, -1.68689, -1.19419)  -0.4689
N (-0.63768, -0.18194, 0.54733)  0.2211
N (1.40206, 0.12582, -0.48628)  0.2356
N (1.61614, 1.18892, 0.14980)  -0.2039
N (0.20442, -0.55747, -0.24074)  -0.0221
O (2.76881, 1.63834, 0.24212)  0.0972
H (-2.13006, 3.15024, 3.19598)  0.1244
H (-0.13113, 4.46243, 2.78311)  0.1036
H (-2.47942, 1.14751, 2.11892)  0.0875
H (1.80107, 3.49547, 1.30583)  0.1175
H (0.98802, -3.50583, -1.69998)  0.0738
H (2.11743, -2.22649, -1.34109)  0.0800
H (1.26095, -3.24686, -0.09980)  0.0842
H (-0.93690, -0.86466, -2.76684)  0.0819
H (0.76824, -0.55081, -2.95815)  0.0726
H (0.21880, -2.05881, -3.13914)  0.0893
H (-1.20774, -3.31745, -1.33664)  0.0868
H (-1.14588, -2.48489, 0.24595)  0.0723
H (-2.26919, -2.07581, -1.08576)  0.0916

[8]
This record from the OMol25 dataset describes C11H12CuNO6 as an isolated structure at a distorted geometry. The level of theory is ωB97M-V/def2-TZVPD.

Calculated values
Multiplicity: 2
Energy relative to the best compared isomer or geometry (same formula, charge and spin), kJ/mol: 129.7
Net charge: +1
HOMO energy (alpha / beta), hartree: -0.45842 / -0.48441

Each line ends with the Löwdin spin population.
Element x y z (Å)
O (1.27579, 0.95286, -7.24673)  0.0007
C (0.56890, 0.81271, -6.33902)  0.0041
Cu (-0.63600, -0.88525, -2.14231)  0.4579
O (-1.86051, 1.00511, -4.23360)  0.0065
C (-1.40417, 0.26512, -3.46667)  0.0578
C (-2.10225, -0.95675, -0.91998)  0.0407
O (-2.93883, -0.90864, -0.12319)  -0.0001
C (0.53648, -2.20495, -1.28501)  0.0622
O (1.22384, -2.93219, -0.71957)  0.0086
C (-1.25270, -2.38357, -3.21816)  0.0396
O (-1.62601, -3.26753, -3.86112)  0.0067
H (0.55621, -1.02506, -3.27798)  0.3043
O (0.09490, 0.62770, -1.07874)  0.0070
C (0.11891, 0.48791, 0.15671)  0.0018
C (1.27830, -0.21713, 0.87330)  0.0005
C (1.96619, 0.53391, 1.98501)  0.0003
C (1.17311, 0.56139, 3.25850)  0.0000
C (-0.13133, 1.31311, 3.22749)  0.0000
C (-1.18536, 0.74898, 2.30891)  0.0003
N (-0.85905, 1.04597, 0.90374)  0.0004
H (0.89059, -1.17521, 1.23498)  0.0003
H (1.99756, -0.46046, 0.08415)  0.0000
H (2.90514, 0.01405, 2.15612)  0.0000
H (2.22951, 1.51902, 1.62105)  0.0000
H (0.97583, -0.46019, 3.56790)  0.0000
H (1.80302, 1.00054, 4.02439)  0.0000
H (-0.56802, 1.28571, 4.22494)  0.0000
H (0.02373, 2.36643, 2.99820)  0.0000
H (-1.29070, -0.33325, 2.44061)  0.0001
H (-2.16334, 1.20340, 2.50367)  0.0000
H (-1.59977, 1.46627, 0.34241)  0.0002

The following E_tot values (in eV) correspond, in order, to the records above: -20987.16945; -16962.15863; -9345.98736; -8371.66406; -25392.82919; -17168.23977; -18576.85761; -70005.95657.